Record 1
Entry from OMol25: a molecular structure, C19H28ClO2Re at a distorted geometry (the ωB97M-V functional and the def2-TZVPD basis).

Geometry as ORCA input:
```
! RIJCOSX wB97M-V def2-TZVPD def2/J DEFGRID3
* xyz 1 4
C 1.86221 -3.77235 -5.46739
H 1.74228 -4.33907 -7.56024
H -2.06059 -3.78603 -5.85627
H -2.40772 -0.83902 -3.09326
H -0.92126 -1.97531 -7.27812
H 1.08390 -5.60208 -6.40353
C 0.03604 -3.65413 -6.29450
C 2.02063 0.83906 -1.19115
C 1.21089 1.43977 -0.15663
C 2.87225 -3.36685 -2.37693
H 1.60431 -2.10690 -3.53631
H -0.46192 2.26303 -2.98435
C -1.78811 -1.79924 -1.15500
H 2.17384 -4.47442 -4.69004
H 0.17991 -3.68523 -1.33070
H -1.62667 0.83713 0.92975
H -1.41505 -5.09475 -6.84276
H 3.27113 -3.19740 -1.36587
C -1.55738 -1.27795 0.15418
H 2.70047 -3.10959 -5.74308
H -1.78818 -2.84354 -1.41260
C 0.11287 2.10786 -0.79997
C -1.69351 0.15845 0.08624
H 1.42664 1.43591 0.90552
H -0.52315 -3.34340 -8.31508
C 1.58436 -2.53883 -2.52704
H 1.83293 0.92469 -3.44087
C 2.41140 -4.83042 -2.53781
C 1.40567 1.13550 -2.46782
C -1.20135 -4.45100 -5.98385
H 3.60012 -3.05660 -3.13500
H -1.34755 -1.85120 1.03977
O 0.99026 -4.84354 -2.87192
H 0.76937 -2.26840 -7.76822
C 0.46386 -3.58055 -2.39864
H -0.62250 2.73462 -0.30698
H 2.97581 -5.37851 -3.30827
H 2.94984 0.30881 -1.04663
H 2.52204 -5.37482 -1.57040
C 0.20406 1.86819 -2.22189
C -0.17057 -2.73926 -7.47370
C 1.25395 -4.54735 -6.60772
H -0.45509 -3.33176 -2.94561
H -2.46218 1.42561 -1.63470
H 1.47802 -1.73772 -1.75156
Cl 1.15594 -1.64518 0.51703
O 0.63710 -3.00274 -5.13409
Re 0.05263 -0.02576 -1.18036
C -2.09099 0.47264 -1.28136
H -1.06090 -5.08403 -5.10760
C -2.11401 -0.74069 -2.04937
*
```

Summary:
* E_tot: -38893.406 eV
* energy relative to the best compared isomer or geometry (same formula, charge and spin): 0.069 eV
* M: 510.1 g/mol
* E_LUMO (spin up / spin down): -3.390 / -6.081 eV
* HOMO-LUMO gap (spin up / spin down): 0.267 / 0.211 hartree



Record 2
Entry from OMol25: a molecular structure, C19H28CoNPSe at a distorted geometry (the ωB97M-V functional and the def2-TZVPD basis).

Geometry as ORCA input:
```
! RIJCOSX wB97M-V def2-TZVPD def2/J DEFGRID3
* xyz 0 4
C 1.24075 0.92058 -2.31094
H -2.89453 -0.92732 2.25668
C 0.00625 0.46828 -4.36689
C 0.69954 -5.23626 2.14575
H 3.10448 3.07387 -0.30756
C -3.18160 1.67663 0.31117
H 0.37941 3.08269 -1.85314
H -1.98433 -0.29590 -4.04591
H 1.69644 -1.62142 3.29787
C 0.83146 -4.20299 1.20060
H 0.47636 -6.25491 1.81376
H 0.26056 2.68612 2.13552
C 1.23345 -2.93077 1.65598
C 1.09556 3.06979 1.54264
C -1.05906 0.00341 -3.61359
H -1.04311 2.02147 1.17699
C 2.44972 2.18642 -0.36126
C -0.96730 0.01178 -2.22072
H 2.76798 2.34416 -2.50698
C 0.20955 3.35295 -0.79461
H -0.06416 0.52146 -5.46008
H -3.94969 -1.22923 0.82354
H -3.10083 -0.12746 -1.90171
C 0.91913 -4.94411 3.49619
Co -0.08911 0.88317 0.46125
Se 1.52408 -1.51826 0.34684
N 1.02539 2.47483 0.12264
C 2.47106 1.58918 -1.76003
H 0.02759 -1.72330 0.32386
C -2.91116 -1.11946 1.17612
H -0.86452 3.21705 -0.58983
C 1.16857 0.87700 -3.73303
H 2.02262 2.71629 2.03382
H -2.36597 -2.05829 0.98676
H -2.93979 2.22911 1.23261
H 1.46818 -3.46094 5.00053
C 1.26079 -3.66547 3.94883
H 0.42184 4.42505 -0.60315
H 3.30677 0.87889 -1.77925
H -2.17207 -1.53185 -1.35411
H 2.03199 1.26586 -4.30592
H 0.85909 -5.75371 4.22371
C -2.14798 -0.43649 -1.44164
P -2.08558 0.22273 0.31253
H 2.80946 1.51340 0.42554
H -4.23452 1.37393 0.30914
C 1.40522 -2.63257 3.01120
H 0.99270 4.17376 1.50881
H 0.67738 -4.36243 0.12936
C 0.16896 0.44421 -1.55548
H -2.95705 2.32906 -0.54442
*
```

Summary:
* E_tot: -133904.451 eV
* energy relative to the best compared isomer or geometry (same formula, charge and spin): 0.009 eV
* M: 439.3 g/mol
* E_LUMO (spin up / spin down): 0.429 / 0.301 eV
* HOMO-LUMO gap (spin up / spin down): 0.204 / 0.299 hartree



Record 3
Entry from OMol25: 2 unconnected molecules or ions with the total composition C19H28F3N2O at a distorted geometry (the ωB97M-V functional and the def2-TZVPD basis).

Geometry as ORCA input:
```
! RIJCOSX wB97M-V def2-TZVPD def2/J DEFGRID3
* xyz 0 2
H -0.70536 -1.93523 1.81978
H 3.42125 -1.80153 0.22638
C 0.24113 0.80138 -0.70430
H -1.82102 3.61926 3.42882
H -0.63600 0.32918 -2.67552
H -2.40105 -1.86853 -1.28374
H 4.00201 -0.55488 -0.91616
H -0.81370 -4.22021 -1.03408
C 1.56299 5.32347 3.61339
C -1.37328 -2.13644 -1.51976
H 0.61395 1.57920 -2.68440
H 2.11328 3.69624 2.31096
C -1.03716 -2.44225 0.91886
H 0.80653 -1.01175 -3.04952
C -0.71363 -0.17524 -0.01900
N 0.13354 3.57460 2.81522
C 0.97468 -2.05429 -0.45834
H 2.48975 -0.49050 -3.15318
H -0.94413 1.97195 -2.04946
F -5.04137 -4.14019 -1.89515
C -0.52130 -1.67805 -0.32530
C -3.81952 -4.07565 -1.32699
H -0.63371 -3.44948 0.94952
H 2.54993 5.76468 3.63086
C 0.18485 2.12139 0.09993
H -1.09936 -1.63914 -2.44395
C 1.32037 4.17178 2.87976
C 1.80614 -1.18027 -2.66544
H 0.65960 6.78672 4.90182
C 1.89378 -1.03349 -1.14601
H 2.06920 -2.19069 -2.95833
C -0.86546 4.12851 3.49933
H 1.36705 -2.32741 0.51662
O 2.14880 0.48323 0.52065
H 3.66930 -2.16345 -1.49018
N 1.65580 0.35531 -0.66541
H 1.03779 -2.96220 -1.05684
H -0.80812 -3.83271 -2.72203
C 3.34793 -1.40892 -0.77669
H -1.57940 5.68637 4.79446
C -0.22541 1.16722 -2.12770
H -0.75707 2.62988 -0.07777
C -2.69421 -4.27327 -2.02173
H -1.71658 0.09215 -0.35810
F -2.78246 -5.11467 -3.09233
C 0.51206 5.88736 4.31775
F -3.90138 -3.83773 -0.01155
H -0.71776 0.00042 1.05060
H 1.03912 2.74748 -0.13494
H -2.12309 -2.43718 0.93161
C -0.73148 5.27925 4.26102
H 0.19231 1.89546 1.15239
C -1.35012 -3.65711 -1.79584
*
```

Summary:
* E_tot: -33333.589 eV
* M: 357.4 g/mol
* E_LUMO (spin up / spin down): 0.714 / 0.284 eV
* HOMO-LUMO gap (spin up / spin down): 0.340 / 0.351 hartree



Record 4
Entry from OMol25: a molecular structure, C19H28FO2Ru at a distorted geometry (the ωB97M-V functional and the def2-TZVPD basis).

Geometry as ORCA input:
```
! RIJCOSX wB97M-V def2-TZVPD def2/J DEFGRID3
* xyz 0 6
H -3.71727 2.53340 -2.01921
H -1.55035 0.60215 3.31798
C 1.21277 1.12677 2.59691
H 0.83668 -3.33939 -0.69024
C -0.81981 -2.58135 2.46103
H -3.02558 4.15415 -2.13781
H -1.12306 -1.68640 -2.09697
H -1.49124 -2.58572 0.32345
C -1.89796 2.61101 -0.03022
C -1.60396 2.66459 -1.53516
H -2.24671 3.58590 0.37820
H -0.36149 -0.21029 -2.66905
C 3.12342 -0.10895 2.20426
C 1.42310 -2.94873 -2.75388
C 1.37424 0.20916 3.70319
C -1.41106 -0.36062 2.82882
H -2.66396 2.95529 -3.42642
H -0.30339 -2.50400 -4.04416
C 2.34747 0.98207 1.73174
H 1.05950 -3.97380 -2.84937
H 2.95953 -1.33924 4.09787
H -0.96717 2.34751 0.50994
O 0.63833 -1.31091 -1.10922
C -0.16331 -1.22987 -2.35877
H 2.56636 1.61078 0.86916
Ru 0.79729 -1.08333 2.10596
O -1.04470 1.34925 -1.85594
F 1.86818 -2.64594 1.62280
C -1.38164 -2.03867 1.25296
C 0.48655 -2.00110 -3.51068
H 2.34573 -2.40444 -0.77853
C -1.81992 -0.71609 1.52180
H -0.55764 -3.61164 2.66920
H 2.43394 -2.97473 -3.14618
H 0.74359 1.68115 -0.72252
H -2.38595 -0.08377 0.84090
H 0.99313 -1.36347 -4.24365
H 0.90603 1.53044 -2.51701
C 0.30497 1.90087 -1.69996
C -2.81307 3.09102 -2.34632
H 0.06775 4.04467 -1.02835
C -0.81572 -1.51941 3.44205
C 1.36276 -2.55299 -1.25649
H -0.53745 -1.63463 4.48608
H -0.05334 3.69801 -2.81452
H 0.80316 0.20294 4.62137
H 4.03261 -0.50009 1.74848
C -0.23317 3.33012 -1.80742
H -2.65192 1.83588 0.19430
C 2.54488 -0.58922 3.42833
H 0.40891 1.85166 2.49126
*
```

Summary:
* E_tot: -29544.955 eV
* M: 408.5 g/mol
* E_LUMO (spin up / spin down): 0.754 / -1.010 eV
* HOMO-LUMO gap (spin up / spin down): 0.260 / 0.283 hartree



Record 5
Entry from OMol25: a molecular structure, C19H28GaIN5O at a distorted geometry (the ωB97M-V functional and the def2-TZVPD basis).

Geometry as ORCA input:
```
! RIJCOSX wB97M-V def2-TZVPD def2/J DEFGRID3
* xyz -1 1
H -1.76059 -7.14500 0.88799
C 0.62596 5.43667 3.79207
C 4.65664 -1.45169 1.62945
H -3.47279 1.32596 -0.79988
H -1.15857 1.81811 -1.64325
C 0.63625 6.81264 3.73911
H 4.62445 0.58417 0.68958
C -2.13127 -3.97028 0.07288
H -3.72390 -5.27028 0.83623
N -1.50150 2.14984 -0.75106
H 0.48539 -5.90369 -0.02282
N -0.73761 1.36659 -3.58864
H 0.78391 -1.20279 -2.42609
C -2.75298 1.91262 -0.24486
H -3.70638 2.53066 1.63083
C -1.59619 3.16121 1.22622
C -2.84028 2.53216 0.98172
Ga 0.27326 -1.32628 -3.96923
C 2.60022 -1.95834 0.87107
H -0.16976 1.03963 -2.74979
H -0.95687 -3.42247 -5.30765
C -2.69026 -5.13708 0.54410
H 1.53842 -0.92444 -4.87077
C -0.30787 7.27810 4.68527
C 3.65635 -2.45268 1.60348
H -0.14543 -3.52647 -0.53209
H 5.61998 -1.50823 2.11961
H -0.55359 8.30903 4.90501
H 1.19269 4.69795 3.24133
I 2.16736 -4.33250 -2.42136
C -0.51446 -5.51438 0.11488
H 1.25757 7.41599 3.09007
C -1.66685 -6.11440 0.57114
H -0.51847 4.10050 4.98013
H -1.61957 6.08433 6.05767
H 0.23239 3.19781 -0.07158
C 1.06103 -4.19464 -4.35430
H -1.02746 -3.60531 -3.39721
H 3.70098 -3.42833 2.06979
H -1.31974 3.73726 2.09976
H -2.56201 -2.99341 -0.10191
H -1.59683 0.27501 -5.26132
C -1.31520 0.04172 -4.12981
H -2.27248 -0.30940 -3.54908
C -0.78717 2.90579 0.14158
O 1.48346 -4.78381 -5.48719
N 2.93073 -0.69678 0.44946
N -0.80545 -4.20808 -0.18079
H 0.01846 1.59401 -4.30262
H 1.64503 -2.39574 0.61319
C -0.34212 -3.28664 -4.29713
N -0.29534 5.05579 4.73264
C 4.18096 -0.37728 0.91160
H 2.34364 -0.09530 -0.11373
C -0.86611 6.17219 5.28634
*
```

Summary:
* E_tot: -90129.679 eV
* M: 539.1 g/mol
* E_LUMO: 2.363 eV
* HOMO-LUMO gap: 0.276 hartree



Record 6
Entry from OMol25: a molecular structure, C19H28HgNPS at a distorted geometry (the ωB97M-V functional and the def2-TZVPD basis).

Geometry as ORCA input:
```
! RIJCOSX wB97M-V def2-TZVPD def2/J DEFGRID3
* xyz 0 1
C 0.68865 -2.51353 -1.36356
C -1.22546 0.97299 4.56394
C -2.05956 -3.00704 -0.54480
P -0.97134 -1.73611 -1.22797
H -1.90257 -2.86165 4.63283
H -3.07109 -2.59066 -0.43486
C 3.05000 -1.84582 -1.92086
H 0.04999 2.49754 -3.50924
H -1.26121 3.60576 -0.60850
C -1.46247 -1.48293 -2.96418
C -1.93093 0.40918 5.61983
H -3.39676 0.68469 0.83469
H -2.05196 2.30350 -1.54261
H -4.05367 0.21414 1.26829
H 1.29883 3.83133 -1.22220
H -2.28198 -0.75028 -2.99461
H -1.13702 3.57760 -2.39583
C -1.17144 2.95735 -1.48903
H -0.58965 -1.86134 2.75016
C 3.89985 0.35201 -1.39805
H 0.77741 -3.18107 -0.48843
H 0.37045 0.79755 -3.09500
H -1.69262 -3.31923 0.44392
C -2.16535 -0.97336 5.65890
H -1.81465 -2.43386 -3.38971
C 1.61696 -0.20162 -0.90541
H -2.29827 1.05070 6.42326
C -0.69614 0.14780 3.53217
C 2.47318 2.16763 -0.44544
H -0.62413 -1.10362 -3.56421
Hg -0.41956 0.47686 -0.27884
H 3.17609 -2.85099 -2.32703
C 2.63371 0.73677 -0.91234
C 1.13178 2.90363 -0.64939
C -1.70194 -1.78867 4.61533
H -1.03114 2.04291 4.51357
H 0.69031 -3.13933 -2.27026
H 3.24107 2.77893 -0.94490
H 0.70264 3.17623 0.32453
S 0.33671 0.80793 2.37036
H -2.09254 -3.87896 -1.21707
H -2.70772 -1.41301 6.49853
H 4.71352 1.08016 -1.37811
H 1.64595 2.02462 -2.87619
N 0.07433 2.11596 -1.39466
C -0.97720 -1.24309 3.56028
C 0.56927 1.83388 -2.80245
H 5.05470 -1.19034 -2.36428
H 2.70057 2.22521 0.63153
C 4.09068 -0.91873 -1.93379
C 1.80173 -1.48762 -1.38827
*
```

Summary:
* E_tot: -45942.291 eV
* M: 534.1 g/mol
* E_LUMO: 0.387 eV
* HOMO-LUMO gap: 0.261 hartree